Record 1
{"formula": "C4H7Cl2NO2", "method": "ωB97M-V/def2-TZVPD", "e_homo_ev": -10.29, "orbital_gap_ha": 0.3954, "smiles": "CN1CC(=O)O[C@@H]1Cl.Cl", "charge": 0, "max_force_ha_per_bohr": 0.1020, "elements": ["C", "N", "C", "C", "O", "O", "C", "Cl", "H", "H", "H", "H", "H", "H", "Cl", "H"], "coordinates": [[-1.5956, 0.5767, -0.5560], [-0.9140, -0.1210, 0.5422], [0.2636, 0.4369, 1.1907], [0.8955, -0.7801, 1.8221], [1.7801, -0.8404, 2.5856], [0.4103, -1.8445, 1.1400], [-0.4601, -1.3545, 0.1146], [0.5809, -1.3746, -1.5224], [-2.0877, 1.4536, -0.0551], [-0.8700, 0.9090, -1.1857], [-2.1420, -0.0085, -1.1801], [0.9536, 0.8384, 0.4753], [-0.0641, 1.2173, 1.7745], [-1.1509, -2.0081, -0.2435], [2.7835, 1.6284, -2.2350], [1.6168, 1.2713, -2.6671]], "forces_ev_per_a": [[0.52, 2.67, 4.48], [0.01, -1.51, -1.36], [-0.88, -0.59, -1.02], [-0.40, 0.93, -1.50], [0.90, -0.23, 1.43], [-1.18, -0.56, -1.13], [2.60, 0.52, 1.46], [0.10, 0.35, 0.35], [-0.12, -0.89, -1.04], [2.30, 1.57, -1.89], [-2.33, -2.01, -0.96], [0.75, 0.21, -0.64], [-0.24, 1.57, 1.99], [-2.03, -2.01, -0.19], [-0.42, -0.06, -0.12], [0.42, 0.04, 0.15]]}


Record 2
{"formula": "C6H12N2O4", "method": "ωB97M-V/def2-TZVPD", "e_homo_ev": -9.49, "orbital_gap_ha": 0.3688, "charge": 0, "max_force_ha_per_bohr": 0.1245, "elements": ["C", "C", "C", "C", "C", "C", "H", "H", "H", "H", "H", "H", "H", "H", "H", "H", "H", "H", "N", "N", "O", "O", "O", "O"], "coordinates": [[-1.1054, -1.2890, -0.6732], [0.1225, -0.5972, -0.9695], [-2.1572, 0.0285, -0.6406], [-2.0256, 0.9974, 0.5028], [2.0736, 0.7613, -0.1070], [3.1837, 0.6884, 1.0410], [-2.2056, -2.9724, 0.4210], [-0.4332, -2.7129, 0.5992], [-1.1883, -1.8777, -1.4639], [-3.2908, -0.4579, -0.5205], [-2.3813, 1.3290, -1.9374], [-2.8399, 1.8707, 0.3105], [-0.8340, 1.5327, 0.6399], [-2.2194, 0.5852, 1.5427], [0.8721, -0.7240, 1.0164], [1.6868, 1.9541, 0.0678], [2.5879, 0.5344, -1.0102], [4.5478, 1.1588, 1.8026], [-1.2513, -2.0787, 0.6507], [0.9573, -0.2693, 0.1324], [0.3599, -0.2406, -2.1496], [-1.9027, 0.5495, -2.0162], [3.1470, -0.1333, 1.9356], [4.2962, 1.3629, 0.8255]], "forces_ev_per_a": [[-2.53, 2.71, 5.22], [4.00, 1.83, -0.84], [-0.89, -3.96, -1.74], [1.76, 3.37, 1.03], [-1.33, 1.52, 3.93], [-2.35, -3.04, -2.46], [3.78, 3.72, 0.82], [-0.55, 0.14, 0.37], [-1.55, -2.42, -3.60], [2.76, 1.15, -0.65], [-1.39, 2.71, -0.64], [2.06, -1.82, 0.56], [-3.71, -1.51, -0.78], [0.03, 0.10, -1.57], [-0.10, 0.02, 0.48], [0.78, -3.34, -1.24], [0.01, 0.40, -0.99], [1.32, 0.87, -1.88], [-2.29, -2.75, -2.54], [1.15, 2.00, -2.74], [0.38, -1.11, 3.30], [-0.74, -1.87, 2.94], [-0.64, 0.81, 0.28], [0.03, 0.48, 2.72]]}


Record 3
{"formula": "C5H14NO", "method": "ωB97M-V/def2-TZVPD", "e_homo_ev": [-11.58, -12.48], "orbital_gap_ha": [0.2769, 0.3343], "charge": 1, "max_force_ha_per_bohr": 0.1381, "elements": ["C", "C", "C", "C", "C", "N", "O", "H", "H", "H", "H", "H", "H", "H", "H", "H", "H", "H", "H", "H", "H"], "coordinates": [[2.9932, 0.2605, -0.0571], [-1.0588, 0.1284, 1.3391], [-2.6942, -1.1542, -0.8364], [2.0515, -0.8047, 0.1835], [-0.6540, 0.0110, -0.1263], [-0.1980, 1.3712, -0.6317], [-1.3752, -0.6167, -1.0962], [2.7659, 1.0432, 0.6653], [3.0864, 0.4472, -1.0127], [4.0476, 0.0063, 0.4369], [-0.0299, 0.4729, 1.8231], [-1.7670, 0.9459, 1.5381], [-1.4339, -0.7639, 1.7341], [-3.5720, -0.6578, -1.3078], [-2.8804, -1.2426, 0.2156], [-2.4884, -2.1859, -1.2212], [2.1281, -1.6391, -0.5899], [1.4686, -0.7920, 1.1223], [-0.2675, 1.4236, -1.7055], [-0.8326, 2.1260, -0.1841], [0.7106, 1.6207, -0.2891]], "forces_ev_per_a": [[1.66, -0.99, 6.83], [3.08, 2.30, -0.90], [0.46, -1.97, -0.59], [-1.18, -1.66, -0.93], [-0.47, -0.24, -0.17], [-2.48, 1.05, -0.70], [0.46, 1.84, 0.71], [-0.17, 1.01, -0.66], [0.86, 1.60, -4.79], [-1.63, 0.05, -1.35], [-2.30, -0.94, -0.35], [-0.08, -0.13, -0.18], [-0.19, -1.33, 0.73], [1.14, -0.01, -0.07], [-0.05, 0.09, 0.58], [-1.23, 0.76, 0.22], [-0.73, 0.80, 1.70], [0.71, -0.86, -0.78], [0.26, -0.10, 2.01], [0.81, -1.12, -1.21], [1.07, -0.17, -0.10]]}


Record 4
{"formula": "C2H8NO", "method": "ωB97M-V/def2-TZVPD", "e_homo_ev": -2.60, "orbital_gap_ha": 0.2728, "charge": -1, "max_force_ha_per_bohr": 0.0074, "elements": ["N", "H", "H", "H", "C", "O", "C", "H", "H", "H", "H", "H"], "coordinates": [[1.4929, -0.5241, 2.2568], [0.7884, -0.8341, 2.9163], [1.0889, -0.5898, 1.2755], [2.2679, -1.1687, 2.3212], [-0.1901, 0.4461, -0.5277], [0.4289, -0.7336, -0.2719], [-1.2246, 0.3440, -1.6570], [0.5127, 1.2782, -0.8208], [-0.7233, 0.8730, 0.3600], [-1.7028, 1.3069, -1.8951], [-2.0150, -0.3742, -1.3952], [-0.7240, -0.0237, -2.5621]], "forces_ev_per_a": [[-0.07, 0.38, 0.00], [0.01, -0.10, -0.07], [0.08, -0.15, 0.17], [0.03, -0.17, -0.02], [0.20, -0.04, 0.05], [-0.09, 0.24, -0.04], [-0.18, -0.06, -0.25], [-0.06, -0.15, -0.03], [-0.07, -0.01, 0.04], [0.06, -0.01, 0.07], [0.18, 0.07, 0.00], [-0.08, 0.00, 0.09]]}


Copy entry 2 word for word.
{"formula": "C6H12N2O4", "method": "ωB97M-V/def2-TZVPD", "e_homo_ev": -9.49, "orbital_gap_ha": 0.3688, "charge": 0, "max_force_ha_per_bohr": 0.1245, "elements": ["C", "C", "C", "C", "C", "C", "H", "H", "H", "H", "H", "H", "H", "H", "H", "H", "H", "H", "N", "N", "O", "O", "O", "O"], "coordinates": [[-1.1054, -1.2890, -0.6732], [0.1225, -0.5972, -0.9695], [-2.1572, 0.0285, -0.6406], [-2.0256, 0.9974, 0.5028], [2.0736, 0.7613, -0.1070], [3.1837, 0.6884, 1.0410], [-2.2056, -2.9724, 0.4210], [-0.4332, -2.7129, 0.5992], [-1.1883, -1.8777, -1.4639], [-3.2908, -0.4579, -0.5205], [-2.3813, 1.3290, -1.9374], [-2.8399, 1.8707, 0.3105], [-0.8340, 1.5327, 0.6399], [-2.2194, 0.5852, 1.5427], [0.8721, -0.7240, 1.0164], [1.6868, 1.9541, 0.0678], [2.5879, 0.5344, -1.0102], [4.5478, 1.1588, 1.8026], [-1.2513, -2.0787, 0.6507], [0.9573, -0.2693, 0.1324], [0.3599, -0.2406, -2.1496], [-1.9027, 0.5495, -2.0162], [3.1470, -0.1333, 1.9356], [4.2962, 1.3629, 0.8255]], "forces_ev_per_a": [[-2.53, 2.71, 5.22], [4.00, 1.83, -0.84], [-0.89, -3.96, -1.74], [1.76, 3.37, 1.03], [-1.33, 1.52, 3.93], [-2.35, -3.04, -2.46], [3.78, 3.72, 0.82], [-0.55, 0.14, 0.37], [-1.55, -2.42, -3.60], [2.76, 1.15, -0.65], [-1.39, 2.71, -0.64], [2.06, -1.82, 0.56], [-3.71, -1.51, -0.78], [0.03, 0.10, -1.57], [-0.10, 0.02, 0.48], [0.78, -3.34, -1.24], [0.01, 0.40, -0.99], [1.32, 0.87, -1.88], [-2.29, -2.75, -2.54], [1.15, 2.00, -2.74], [0.38, -1.11, 3.30], [-0.74, -1.87, 2.94], [-0.64, 0.81, 0.28], [0.03, 0.48, 2.72]]}